ORCA calculation (ωB97M-V/def2-TZVPD) on a cluster of 2 separate species, CH6NS in total.

As for the LUMO energy: 4.436 eV. Its highest occupied orbital energy is -2.7 eV. The energy relative to the best compared isomer or geometry (same formula, charge and spin) comes out at 2.14 kJ/mol. The calculation puts the HOMO-LUMO gap at 7.1 eV. As for the strongest force on any atom: 0.40 eV Å⁻¹. The total energy comes out at -494.6637 Ha. The total charge is -1.

Structure (XYZ):
```
9
Properties=species:S:1:pos:R:3:lowdin_charge:R:1
S -1.8365 -0.0242 0.0098 -0.308
H -1.8615 1.1250 -0.6871 -0.484
C 1.8686 0.6264 0.0170 -0.248
N 1.6493 -0.8261 0.0610 -0.105
H 2.7647 0.8715 -0.5606 0.048
H 2.0212 0.9818 1.0396 0.056
H 1.0231 1.1878 -0.3882 0.031
H 0.7571 -0.9268 0.5526 -0.025
H 1.3641 -1.1150 -0.8722 0.035
```

***

ORCA calculation (ωB97M-V/def2-TZVPD) on a cluster of 7 separate species, C20H57N3O11 in total in a non-equilibrium geometry.

As for the LUMO energy: 0.291 eV. Its highest occupied orbital energy is -8.8 eV. The energy relative to the best compared isomer or geometry (same formula, charge and spin) comes out at 278.44 kJ/mol. The calculation puts the HOMO-LUMO gap at 9.1 eV. As for the strongest force on any atom: 4.31 eV Å⁻¹. The total energy comes out at -1787.9125 Ha.

Structure (XYZ):
```
91
Properties=species:S:1:pos:R:3:lowdin_charge:R:1
C 6.7732 13.3342 17.0564 -0.097
O 7.2191 13.5960 15.7095 -0.193
C 8.5438 13.1154 15.5341 -0.235
C 9.1789 13.7758 14.3009 -0.429
C 9.2889 15.2999 14.4621 -0.029
N 8.5518 13.4289 13.0392 0.057
H 7.4355 13.9335 17.7159 0.084
H 6.8805 12.2354 17.3884 0.103
H 5.7821 13.7843 17.1498 0.080
H 9.2771 13.3200 16.3869 0.136
H 8.5312 12.0466 15.3737 0.088
H 10.1634 13.2956 14.3074 0.119
H 9.8910 15.6598 13.6508 0.063
H 9.7342 15.3795 15.4101 0.058
H 8.2977 15.6933 14.5528 0.076
H 7.5239 13.4956 13.1329 0.105
H 8.8115 12.4906 12.7574 0.054
C 12.8838 16.8406 9.1063 -0.138
O 12.0401 16.2844 10.0629 -0.190
C 11.5314 15.0135 9.5893 -0.191
C 10.3738 14.5628 10.4842 -0.476
C 9.8212 13.2808 9.8089 -0.058
N 9.3236 15.5407 10.6585 0.051
H 13.6710 16.1718 8.9254 0.061
H 13.1517 17.8036 9.5752 0.099
H 12.3886 17.0637 8.1149 0.105
H 11.2888 15.0835 8.5459 0.113
H 12.2801 14.1097 9.7390 0.134
H 10.8190 14.2375 11.4645 0.132
H 10.6643 12.6012 9.7085 0.068
H 9.4565 13.5571 8.8349 0.074
H 9.0774 12.8763 10.5190 0.060
H 9.7460 16.3249 11.1424 0.064
H 8.7782 15.0877 11.3898 0.038
C 13.5198 9.9113 18.3750 -0.132
O 12.1833 10.2680 18.1674 -0.214
C 11.3413 9.2589 17.6374 -0.222
C 9.9651 9.5135 18.1528 -0.442
C 9.0255 8.2840 18.1805 -0.051
N 9.3823 10.6496 17.4916 0.078
H 13.9616 10.7667 18.8099 0.067
H 14.1992 9.6839 17.4945 0.089
H 13.5052 8.9781 19.0528 0.112
H 11.5966 9.1351 16.5252 0.143
H 11.8456 8.3037 18.0387 0.123
H 10.1308 9.7680 19.2300 0.153
H 8.7882 7.9505 17.1773 0.063
H 8.0842 8.5914 18.6890 0.088
H 9.6266 7.4807 18.6507 0.079
H 9.1112 10.4595 16.5566 0.049
H 9.8347 11.4896 17.5970 0.034
O 13.8326 12.3801 10.9529 -0.092
C 14.9287 11.6664 10.4011 -0.203
C 16.2883 11.9454 11.0873 -0.222
O 16.6561 13.2572 10.6558 -0.067
H 13.8490 13.3545 10.9039 0.105
H 14.7488 10.6176 10.3648 0.108
H 15.1568 12.0523 9.3679 0.136
H 17.0470 11.2146 10.6651 0.138
H 16.2654 11.8016 12.1699 0.088
H 17.3180 13.6442 11.2207 0.080
O 10.7027 8.8992 11.0657 -0.097
C 9.8551 9.5491 12.0309 -0.192
C 10.7107 9.6508 13.2736 -0.262
O 10.3710 10.6858 14.1616 -0.100
H 10.5075 7.9437 11.0503 0.066
H 9.7515 10.5512 11.5686 0.112
H 8.8956 9.0440 12.2264 0.132
H 11.7292 9.8807 12.9945 0.097
H 10.5923 8.7491 13.7977 0.098
H 11.1015 11.3621 14.0443 0.065
O 16.1577 11.0895 14.5757 -0.051
C 14.8255 10.9366 14.0344 -0.221
C 13.8269 12.1206 14.2852 -0.173
O 12.7064 11.8497 13.4527 -0.138
H 16.0614 10.6576 15.4220 0.067
H 14.8567 11.0024 12.9660 0.054
H 14.3262 9.9164 14.1646 0.143
H 14.2853 13.0410 14.0220 0.112
H 13.4571 12.0581 15.3005 0.117
H 12.8794 11.8790 12.4660 0.096
O 11.0895 6.1554 11.9211 -0.087
C 12.4800 5.8287 11.8410 -0.197
C 13.5621 6.8175 12.4543 -0.223
O 13.6735 8.0023 11.6865 -0.084
H 10.8308 5.9367 12.8165 0.086
H 12.5994 4.7431 12.2707 0.146
H 12.6710 5.8558 10.7756 0.111
H 14.5033 6.3088 12.4530 0.105
H 13.4091 7.1138 13.4661 0.094
H 12.8202 8.4668 11.6424 0.053
```

***

ORCA calculation (ωB97M-V/def2-TZVPD) on a structure of composition C5H9NS in a non-equilibrium geometry.

As for the LUMO energy: 0.953 eV. Its highest occupied orbital energy is -7.8 eV. The energy relative to the best compared isomer or geometry (same formula, charge and spin) comes out at 434.13 kJ/mol. The calculation puts the HOMO-LUMO gap at 8.7 eV. As for the strongest force on any atom: 3.78 eV Å⁻¹. The total energy comes out at -648.6878 Ha.

Structure (XYZ):
```
16
Properties=species:S:1:pos:R:3:lowdin_charge:R:1
C -1.5931 -0.3105 0.4472 -0.264
C -0.3386 0.5540 0.6538 -0.384
C 0.5502 1.6128 0.0301 -0.197
C 1.8613 0.7695 -0.3041 -0.261
C -0.2687 -0.5426 -0.2913 -0.690
H -3.0246 -0.6624 -0.9710 0.061
H -3.2939 0.5235 0.2061 0.110
H -1.9318 -1.0002 1.2521 0.148
H -0.1353 0.3942 1.6221 0.079
H 0.9649 2.3577 0.8637 0.138
H 0.0378 2.0865 -0.8813 0.130
H 2.1495 0.6977 -1.3546 0.053
H 2.6892 0.9919 0.4192 0.072
H -0.3019 0.1947 -1.2238 0.141
N -2.6052 0.1063 -0.4951 0.021
S 1.2385 -1.1766 0.0200 0.841
```